Record 1
{"formula": "C10H6Cl2MnN2O3Ru", "method": "ωB97M-V/def2-TZVPD", "homo_energy_ev": [-22.10, -22.14], "spin_multiplicity": 10, "charge": 4, "gap_ev": [7.36, 4.07], "lumo_ev": [-14.736, -18.070], "species": ["Ru", "Mn", "Cl", "Cl", "C", "C", "C", "O", "O", "O", "N", "C", "N", "C", "C", "C", "C", "C", "C", "H", "H", "H", "H", "H", "H"], "positions_angstrom": [[-0.23204, -1.11119, -6.25235], [-0.42352, -1.12479, -0.56981], [-0.93446, 0.46989, -4.73402], [0.68617, -1.04109, -2.50141], [-1.03616, -2.57636, 0.55382], [-0.68387, -0.15237, -7.68717], [0.23162, -2.52613, -7.32946], [-1.58306, -3.13870, 1.41591], [-0.94496, 0.40915, -8.68963], [0.54788, -3.42513, -8.02049], [-0.63340, 2.26009, 1.72438], [-0.78391, 1.46031, 0.66443], [-0.21604, 0.25069, 0.89840], [0.29966, 0.29999, 2.22497], [0.89647, -0.65647, 3.03547], [1.27102, -0.32749, 4.35186], [1.01797, 0.97614, 4.82510], [0.39063, 1.94072, 4.02228], [0.06416, 1.56995, 2.72475], [-0.95958, 3.22943, 1.82519], [-1.26405, 1.71644, -0.27987], [1.04105, -1.63916, 2.62017], [1.76059, -1.06699, 4.99421], [1.31615, 1.24170, 5.83526], [0.17169, 2.96134, 4.34801]], "forces_ev_per_a": [[-0.259, 1.884, 5.852], [0.880, 1.527, -1.369], [0.341, -0.339, 0.275], [0.015, 0.370, -1.411], [-4.380, -5.577, 6.506], [-2.251, 4.627, -8.872], [3.018, -8.722, -7.176], [3.032, 2.802, -4.614], [1.408, -3.004, 5.830], [-1.862, 5.193, 4.087], [0.344, 0.242, 0.774], [0.940, -0.896, 0.793], [-0.209, 1.284, 1.069], [-1.011, 1.597, -1.485], [0.198, -0.845, -0.282], [-0.040, 1.432, 0.967], [0.722, -1.649, 0.488], [0.026, 1.028, 0.483], [-1.191, -0.387, -2.306], [0.036, -0.393, -0.283], [0.067, 0.284, 0.454], [0.276, -0.398, 0.263], [-0.211, 0.288, -0.254], [-0.051, -0.021, -0.081], [0.162, -0.329, 0.289]]}

Record 2
{"formula": "C10H6ClN5O", "method": "ωB97M-V/def2-TZVPD", "homo_energy_ev": -9.04, "gap_ev": 7.38, "lumo_ev": -1.654, "smiles": "[O-][n+]1nc(-n2ccnc2)nc2ccc(Cl)cc21", "species": ["O", "N", "N", "C", "N", "C", "C", "N", "C", "N", "C", "C", "C", "C", "Cl", "C", "C", "H", "H", "H", "H", "H", "H"], "positions_angstrom": [[2.81262, -1.39486, 1.10178], [1.84383, -0.65383, 0.82905], [1.92793, -0.07755, -0.27352], [0.93503, 0.78586, -0.51812], [1.34956, 1.82309, -1.37211], [0.71631, 3.01874, -1.67158], [1.59509, 4.03105, -2.08938], [2.84033, 3.37522, -1.96841], [2.70234, 2.23190, -1.45352], [-0.24084, 0.92629, 0.08758], [-0.38193, 0.06601, 1.13133], [-1.61561, -0.03147, 1.77895], [-1.79132, -0.98920, 2.83168], [-0.77954, -1.84585, 3.10937], [-0.98981, -3.10571, 4.33725], [0.47105, -1.86214, 2.44758], [0.68461, -0.85989, 1.47656], [-0.37638, 3.10499, -1.53434], [1.04167, 4.93026, -2.44343], [3.55446, 1.64150, -1.15381], [-2.40030, 0.66702, 1.53132], [-2.78010, -0.93932, 3.40296], [1.05207, -2.67104, 2.58388]], "forces_ev_per_a": [[-0.032, 0.318, 1.155], [2.857, -5.042, -0.140], [-0.119, 2.594, -1.966], [-1.630, 2.501, 0.434], [1.312, 1.459, 0.289], [-2.139, 1.400, -0.494], [-2.810, -4.683, 1.255], [1.068, 3.611, -0.607], [-0.076, -1.552, -0.552], [1.869, -0.218, -0.489], [0.211, -1.496, -0.319], [0.080, -1.345, 1.984], [-2.295, 3.095, -1.193], [2.297, -1.927, 0.306], [-0.096, 0.550, -0.472], [-3.407, 3.165, -0.630], [-3.781, 1.127, 2.064], [0.822, -0.248, -0.231], [2.064, -0.226, 0.057], [-0.334, -0.387, -0.105], [-0.023, -0.035, -0.092], [1.678, -0.475, -0.840], [2.486, -2.186, 0.586]]}

Record 3
{"formula": "C10H70IO28P", "method": "ωB97M-V/def2-TZVPD", "homo_energy_ev": -7.89, "gap_ev": 7.73, "lumo_ev": -0.158, "species": ["C", "C", "C", "P", "O", "C", "C", "O", "C", "C", "C", "I", "C", "C", "H", "H", "H", "H", "H", "H", "H", "H", "H", "H", "H", "H", "H", "H", "H", "H", "H", "H", "O", "H", "H", "O", "H", "H", "O", "H", "H", "O", "H", "H", "O", "H", "H", "O", "H", "H", "O", "H", "H", "O", "H", "H", "O", "H", "H", "O", "H", "H", "O", "H", "H", "O", "H", "H", "O", "H", "H", "O", "H", "H", "O", "H", "H", "O", "H", "H", "O", "H", "H", "O", "H", "H", "O", "H", "H", "O", "H", "H", "O", "H", "H", "O", "H", "H", "O", "H", "H", "O", "H", "H", "O", "H", "H", "O", "H", "H"], "positions_angstrom": [[-1.45320, -1.50597, -1.40069], [-0.57770, -0.65675, -0.87536], [0.10545, 0.42548, 0.13586], [1.10187, -0.37913, 1.54170], [2.11915, 0.78217, 2.36002], [3.00244, 1.46482, 1.42647], [3.58560, 2.76801, 2.24157], [3.37435, 4.00389, 1.45774], [3.67577, 5.12941, 2.34165], [2.40361, 6.15832, 2.50059], [-0.06411, -0.99421, 2.95854], [-2.15917, -1.11546, 2.37334], [0.57825, -2.37730, 3.49718], [0.91932, -3.43191, 2.30453], [-2.24892, -2.30102, -1.68691], [-0.69324, 1.15123, 0.58322], [0.76199, 1.09147, -0.56214], [2.48463, 1.89551, 0.49469], [3.93597, 0.82687, 1.16195], [4.67915, 2.62769, 2.57345], [2.91968, 2.88890, 3.19445], [4.53075, 5.72828, 1.82447], [4.03617, 4.77211, 3.39158], [2.03177, 6.10268, 3.60509], [1.50966, 5.84975, 1.83556], [2.77160, 7.24905, 2.27511], [0.01140, -0.20615, 3.81622], [1.55813, -2.12472, 4.06824], [-0.13660, -2.83847, 4.27522], [0.04422, -3.32767, 1.53775], [0.95426, -4.53531, 2.67908], [1.94610, -3.24325, 1.80494], [5.41330, 7.42596, 1.16530], [6.30031, 7.56841, 1.52184], [5.56110, 7.28281, 0.22071], [-3.48290, 2.65889, 2.63106], [-2.67316, 3.14204, 2.84562], [-3.20033, 1.73541, 2.59359], [-5.49248, -3.13526, 3.48304], [-4.77633, -2.50039, 3.35751], [-5.15724, -3.73151, 4.16445], [-1.45390, 4.25156, 1.19327], [-1.97395, 4.79884, 0.59037], [-0.59789, 4.16501, 0.75133], [-0.28617, 2.79322, -1.91548], [-1.09012, 2.32477, -1.65327], [-0.04753, 2.39003, -2.76240], [-0.94919, 1.69688, -4.76192], [-1.35403, 2.47929, -5.16182], [-0.98943, 1.03042, -5.46107], [1.29767, -6.50638, 1.67303], [1.92696, -6.36966, 0.95344], [0.54584, -6.93300, 1.24619], [2.07862, 9.28425, 2.24511], [1.54951, 9.82423, 1.64204], [2.93558, 9.21097, 1.80311], [-5.96439, 1.23464, 3.64850], [-5.24223, 1.86849, 3.52126], [-5.63294, 0.63613, 4.33156], [-4.53752, -2.62734, 5.95777], [-5.22941, -2.15639, 6.44066], [-3.77325, -2.03795, 6.00984], [6.22507, 0.39298, 2.18690], [5.42194, -0.07787, 2.44676], [6.46935, -0.00948, 1.34293], [1.24651, -7.85581, -0.65410], [1.70404, -8.50439, -1.20248], [0.31874, -7.96056, -0.89634], [0.24833, -9.34173, -2.55060], [0.87777, -9.20489, -3.27120], [-0.50694, -9.76988, -2.97891], [-7.40310, 2.82730, 5.58641], [-6.94321, 2.17943, 5.02996], [-8.33243, 2.72450, 5.34512], [-1.05039, 9.56639, 1.80602], [-1.37188, 9.82156, 2.68112], [-0.87572, 8.61918, 1.88849], [1.55155, -1.06124, -3.79767], [1.24029, -0.79111, -2.92238], [0.87337, -0.72717, -4.39927], [-1.32493, -3.22674, -4.04940], [-1.18013, -4.14425, -3.77622], [-0.45481, -2.81451, -3.95477], [2.88316, -2.39072, -0.08410], [2.73815, -2.05853, -0.98022], [3.48831, -1.74814, 0.30817], [-2.68023, 11.58041, -0.00983], [-1.97090, 12.22315, -0.13769], [-2.33862, 10.98802, 0.67439], [-1.99416, 2.98881, -7.19074], [-2.13004, 3.88790, -7.51767], [-2.28670, 2.42763, -7.92096], [-2.30557, -1.36240, -6.02931], [-2.24342, -2.27503, -5.70871], [-3.20929, -1.09985, -5.81245], [2.87951, -10.24658, 1.05837], [2.48445, -9.46672, 0.64346], [2.83958, -10.92321, 0.37001], [2.28253, 1.94292, -4.43231], [2.74157, 1.30533, -4.99431], [1.35086, 1.83475, -4.66961], [-1.07054, -5.64784, -2.17840], [-1.40824, -5.41976, -1.30192], [-0.88964, -6.59510, -2.12055], [-1.38142, -3.89482, -7.30403], [-1.51394, -3.54868, -8.19612], [-0.79109, -3.25193, -6.88965], [-1.04624, -10.95520, -4.90185], [-0.58800, -11.60485, -5.45084], [-1.97610, -11.05928, -5.14349]], "forces_ev_per_a": [[4.299, 4.171, 3.405], [-5.028, -3.834, -0.863], [-1.379, 1.093, -1.528], [1.306, -1.221, -0.021], [-1.519, 0.033, -1.790], [1.613, 1.844, 0.622], [-1.405, -0.253, 0.307], [0.678, -1.092, 2.087], [0.234, 1.533, -0.348], [0.629, -0.338, 0.692], [1.580, 1.092, 1.327], [0.636, -0.049, 0.343], [0.263, -0.400, -0.171], [-0.452, -0.258, 0.453], [2.138, 1.966, 0.281], [0.966, -1.377, -1.146], [-0.901, -1.200, 1.553], [0.704, -0.882, 1.364], [-1.846, 0.770, 0.145], [-1.543, 0.252, -0.766], [1.216, -0.514, -1.540], [-1.601, -1.286, 1.235], [-0.677, 0.561, -1.890], [0.579, 0.288, -1.975], [1.646, 0.558, 0.882], [-1.028, -2.492, 0.472], [-0.418, -1.344, -1.497], [-1.654, -0.183, -0.963], [1.021, 0.696, -1.278], [1.754, -0.357, 1.062], [-0.286, 2.163, -0.530], [-2.082, -0.045, 0.766], [0.447, 0.390, -0.315], [-0.182, -0.005, -0.001], [-0.095, 0.005, 0.147], [-0.027, -0.302, 0.352], [-0.139, 0.084, -0.248], [0.045, 0.048, -0.146], [-0.017, -0.207, -0.484], [-0.150, -0.156, 0.147], [-0.050, 0.326, -0.026], [0.238, 0.145, -0.218], [0.012, -0.179, 0.136], [-0.098, -0.005, 0.066], [-0.078, -0.115, 0.028], [0.100, 0.073, -0.131], [-0.123, 0.092, 0.044], [0.302, -0.044, 0.010], [0.067, -0.156, -0.114], [-0.216, 0.034, 0.140], [-0.054, 0.113, 0.202], [-0.234, -0.124, 0.074], [0.367, 0.007, 0.100], [0.093, 0.418, -0.368], [-0.083, -0.094, 0.202], [-0.085, 0.033, 0.131], [0.185, -0.137, 0.414], [0.048, 0.158, -0.175], [-0.036, -0.052, -0.248], [0.272, 0.408, 0.509], [0.041, -0.176, -0.140], [-0.071, -0.191, 0.002], [-0.169, -0.237, -0.193], [0.187, 0.073, 0.091], [0.047, 0.104, 0.173], [0.313, 0.109, 0.135], [-0.348, 0.154, 0.021], [0.361, -0.320, -0.143], [-0.261, -0.120, -0.458], [-0.233, -0.015, 0.014], [0.220, -0.140, -0.090], [-0.257, -0.129, 0.098], [-0.063, 0.192, -0.222], [0.218, 0.063, 0.067], [-0.131, -0.001, 0.233], [0.139, -0.045, -0.116], [0.025, 0.158, -0.089], [-0.248, -0.180, -0.043], [-0.089, 0.007, -0.134], [0.092, 0.029, 0.179], [0.246, -0.141, -0.148], [-0.080, 0.012, 0.083], [-0.104, 0.032, 0.126], [0.535, -0.060, -0.536], [0.005, -0.144, 0.125], [-0.254, -0.081, -0.018], [0.210, 0.139, 0.154], [-0.180, -0.137, -0.004], [0.035, -0.102, -0.198], [-0.142, 0.152, -0.324], [0.063, -0.139, 0.137], [0.061, 0.027, 0.205], [-0.229, 0.189, -0.046], [0.060, 0.060, 0.155], [0.232, 0.009, -0.018], [-0.054, -0.010, -0.429], [-0.053, -0.019, 0.302], [0.020, 0.079, 0.208], [-0.087, -0.072, -0.248], [-0.037, 0.072, 0.241], [-0.019, 0.120, 0.027], [-0.127, -0.220, 0.235], [0.097, 0.115, -0.180], [0.040, 0.192, -0.230], [0.193, 0.083, -0.174], [-0.034, -0.053, 0.202], [-0.107, -0.165, -0.048], [-0.168, -0.151, -0.140], [-0.009, 0.143, 0.165], [0.163, 0.083, 0.072]]}